The following is a quantum chemistry calculation of a molecular structure, C22H32BN8ReS3 in a non-equilibrium geometry, from the Open Molecules 2025 dataset.

XYZ file:
```
67
Properties=species:S:1:pos:R:3:forces:R:3
Re -0.968043 0.050716 -0.145209 1.5 0.2 1.3
C -1.756048 2.887053 2.752208 0.0 0.1 0.0
C -0.466444 2.235086 2.334915 0.0 0.3 0.3
C 0.652717 2.641799 3.007995 -0.2 -0.1 -0.2
C 1.721558 1.953942 2.465082 0.0 0.0 0.0
N 1.290334 1.161861 1.505700 -0.2 0.0 0.1
N -0.086898 1.263769 1.357053 -0.3 -0.3 -0.4
B 2.082160 0.232694 0.606050 1.7 0.1 0.2
N 1.812666 0.672439 -0.830006 -0.6 0.0 0.0
C 2.690446 1.113771 -1.698998 0.2 0.0 0.0
C 2.046049 1.391602 -2.905630 -0.4 -0.1 0.1
C 0.727466 1.109741 -2.728529 0.2 0.2 -0.3
C -0.200566 1.329907 -3.882980 0.0 0.0 0.0
N 0.533236 0.649542 -1.369974 -0.4 -0.1 -0.2
N 1.532856 -1.170216 0.815392 -0.6 0.0 -0.2
C 2.195048 -2.212099 1.259521 0.2 0.0 0.0
C 1.344822 -3.314222 1.289879 -0.4 0.1 -0.1
C 0.123294 -2.894080 0.854933 0.2 -0.5 0.3
C -0.972272 -3.918571 0.795188 0.0 -0.1 -0.1
N 0.204717 -1.484751 0.558366 -0.4 0.3 -0.4
N 3.589324 0.177531 0.789979 -0.9 0.4 0.2
C 4.551018 0.744620 1.589484 0.3 -0.1 -0.1
C 5.756879 0.237009 1.206634 0.2 0.1 0.1
C 5.489345 -0.656736 0.145158 -0.6 0.2 0.1
C 6.407663 -1.494063 -0.657446 -0.1 -0.3 -0.3
N 4.176578 -0.674905 -0.091520 0.1 -0.4 -0.4
H -1.485840 3.611812 3.517373 0.0 0.0 0.0
H -2.243533 3.437702 1.951931 0.0 0.0 0.0
H -2.462271 2.199325 3.211342 0.0 0.0 0.0
H 0.686687 3.366577 3.802664 0.0 0.0 0.0
H 2.754882 2.020811 2.735449 0.1 -0.1 0.0
H 3.732848 1.225139 -1.448242 0.0 -0.1 0.1
H 2.500623 1.763918 -3.807613 0.0 0.0 0.0
H 0.422858 1.666140 -4.708812 0.0 0.0 0.0
H -0.706193 0.424894 -4.210512 0.0 0.0 0.0
H -0.932362 2.114780 -3.702932 0.0 0.0 0.0
H 3.233003 -2.149922 1.542502 0.1 0.1 0.0
H 1.596775 -4.313846 1.599045 0.0 0.0 0.0
H -0.512384 -4.862444 1.080439 0.0 0.0 0.0
H -1.776092 -3.729440 1.501996 0.0 0.0 0.0
H -1.384957 -4.059814 -0.201600 0.0 0.0 0.0
H 4.349354 1.454742 2.364147 0.1 0.0 0.1
H 6.720458 0.467982 1.626720 0.0 0.0 0.0
H 7.444508 -1.374713 -0.356416 0.0 0.0 0.0
H 6.117427 -2.544379 -0.584609 0.2 0.0 0.2
H 6.297839 -1.260695 -1.718616 0.2 0.2 0.0
C -3.377869 2.021879 -1.674109 0.0 0.0 0.0
C -4.123370 1.757303 -0.393290 0.0 0.0 0.0
S -2.970285 1.146348 0.883051 -0.3 0.3 0.0
C -3.949219 -0.134309 1.709128 0.1 -0.1 0.0
C -4.226633 -1.293285 0.784097 0.0 0.1 0.0
S -2.670404 -1.804512 -0.022100 0.0 -0.1 -0.2
C -3.132427 -2.022963 -1.761773 0.0 -0.1 0.0
C -3.604665 -0.746121 -2.410038 -0.1 0.0 0.0
S -2.382760 0.591705 -2.185188 0.1 -0.2 -0.1
H -2.671098 2.849333 -1.579212 0.0 0.0 0.0
H -4.050153 2.252811 -2.504223 0.0 0.0 0.0
H -4.944790 1.053861 -0.513494 0.0 0.0 0.0
H -4.537097 2.686168 0.007524 0.0 0.0 0.0
H -4.866229 0.349754 2.057113 0.0 0.0 0.0
H -3.374946 -0.430323 2.589458 0.0 0.0 0.0
H -4.977225 -1.074655 0.026500 0.0 0.0 0.0
H -4.560916 -2.167580 1.348236 0.0 0.0 0.0
H -3.904037 -2.796983 -1.792807 0.0 0.0 0.0
H -2.244683 -2.431395 -2.250265 0.0 0.0 0.0
H -4.574271 -0.411278 -2.045824 0.0 0.0 0.0
H -3.688456 -0.887767 -3.490283 0.0 0.0 0.0
```
Positions in Å, forces in eV/Å.

As for the total charge: +4. The LUMO energy (spin up / spin down) comes out at -15.44 / -15.46 eV. Its total energy is -2591.7345 hartree. The energy relative to the best compared isomer or geometry (same formula, charge and spin) comes out at 4.4 kcal/mol. The value obtained for the HOMO energy (spin up / spin down) is -19.0 / -19.0 eV. For the maximum force, the calculation gives 1.989 eV/Å.